Run w
2 unconnected molecules or ions with the total composition CH3IO3P, computed with ωB97M-V/def2-TZVPD.

Values from the calculation:
- Net charge: -1
- Gap between HOMO and LUMO: 6.3 eV
- Spin multiplicity: 1

Last column: Mulliken charge in e.
Positions of all 9 atoms, in Å:
C 0.3156 -0.6979 0.6480  -0.1241
O -2.1478 2.0338 -0.4625  -0.5716
O -1.3641 -0.2216 -1.5606  -0.5691
O -0.3749 0.6057 0.6480  -0.2171
P -1.2000 0.9003 -0.5965  1.0105
I 3.4977 -0.1336 -0.5412  -0.8263
H 1.3750 -0.3701 0.4624  -0.2308
H -0.1574 -1.1344 -0.2782  0.3826
H 0.0560 -0.9823 1.6807  0.1460


Run x
A gas-phase ion, CH3IO3P (charge -1), computed with ωB97M-V/def2-TZVPD.

Values from the calculation:
- Net charge: -1
- Structure (SMILES): CO[P@](=O)([O-])I
- Gap between HOMO and LUMO: 8.3 eV
- Spin multiplicity: 1

Last column: Mulliken charge in e.
Positions of all 9 atoms, in Å:
C 0.2157 0.0724 -0.0637  -0.6495
O 1.4328 0.5101 0.4106  -0.2957
P 1.5958 1.3322 1.7641  0.7979
O 3.0010 1.7003 1.8646  -0.6584
O 0.8808 0.5699 2.8469  -0.6629
I 0.2807 3.3494 1.1725  -0.2756
H -0.5623 0.2592 0.7979  0.3204
H 0.2253 -0.9502 -0.3155  0.2486
H -0.1631 0.5246 -1.1063  0.1752


Energies relative to the minimum, kJ/mol: run w 119.4; run x 0.0


Run w
2 unconnected molecules or ions with the total composition C5H13NSi, computed with ωB97M-V/def2-TZVPD.

Values from the calculation:
- Net charge: 0
- Gap between HOMO and LUMO (alpha / beta): 6.5 / 8.0 eV
- Spin multiplicity: 1

Last column: Mulliken charge in e.
Positions of all 20 atoms, in Å:
C -2.8862 -1.8660 -0.5841  -0.4118
C -2.1536 -1.7248 0.5380  -0.5145
C -1.1023 2.1591 0.0654  -0.8607
C 2.9744 -0.6387 -0.4470  -0.9071
C 0.3104 1.7161 -0.0017  -0.5703
N 1.6494 -1.0510 -0.0670  -0.1847
Si 0.6508 0.0220 0.8240  0.1887
H -3.3196 -2.8022 -0.7990  0.2839
H -2.9884 -0.9510 -1.2054  0.1899
H -1.9010 -2.5981 1.2530  0.2010
H -1.0820 3.0682 0.7699  0.2397
H -1.5345 2.5218 -0.8780  0.2620
H -1.7888 1.3731 0.5869  0.2155
H 3.1897 -1.0624 -1.3496  0.3684
H 3.0286 0.4034 -0.5392  0.3234
H 3.8383 -0.8189 0.2656  0.2607
H 0.9879 2.4354 0.4630  0.4050
H 0.5023 1.6274 -1.0318  0.3318
H 1.2760 -1.9270 -0.2001  0.2384
H 0.3484 0.1134 2.3373  -0.0595


Run x
A molecular structure, C5H13NSi, computed with ωB97M-V/def2-TZVPD.

Values from the calculation:
- Net charge: 0
- Gap between HOMO and LUMO: 9.5 eV
- Spin multiplicity: 1

Last column: Mulliken charge in e.
Positions of all 20 atoms, in Å:
C -2.0568 -0.1576 0.1602  -0.1166
C -0.9556 0.5696 -0.0443  0.1538
C -1.9706 -1.6207 0.0372  -1.0754
C -0.8711 2.0282 0.0075  -1.1517
C 2.4097 0.8981 -0.3510  -0.9532
N 1.3990 -1.6700 0.7216  -0.4520
Si 1.1077 -0.4416 -0.4743  0.2397
H -2.9673 0.2666 0.4614  0.4326
H -0.9777 -1.9951 0.1810  0.2951
H -2.4817 -2.0399 0.8465  0.3700
H -2.2794 -1.9341 -0.9901  0.2350
H -1.8548 2.6215 0.1585  0.3066
H -0.1644 2.3099 0.8732  0.2270
H -0.5961 2.2985 -1.0552  0.2602
H 2.5128 1.3689 -1.2980  0.3105
H 2.1683 1.7814 0.3409  0.2443
H 3.4986 0.5622 -0.2557  0.3353
H 2.2811 -2.1281 0.7879  0.1983
H 0.9054 -1.6698 1.6809  0.2535
H 0.8927 -1.0478 -1.7881  -0.1130


Run y
2 unconnected molecules or ions with the total composition C5H13NSi, computed with ωB97M-V/def2-TZVPD.

Values from the calculation:
- Net charge: 0
- Gap between HOMO and LUMO (alpha / beta): 7.7 / 7.7 eV
- Spin multiplicity: 1

Last column: Mulliken charge in e.
Positions of all 20 atoms, in Å:
C -2.7796 1.1062 -0.5611  -0.6964
C -1.8613 0.7425 0.3666  -0.3012
C 2.4308 -0.2859 -0.3882  -0.9765
C 1.2495 1.5511 0.3743  -1.0217
C -0.4896 -2.2239 0.7893  -1.0231
N 1.1114 0.1585 0.0716  0.3540
Si -0.4155 -0.5525 -0.1622  -0.1985
H -3.7260 1.5660 -0.3211  0.2639
H -2.8118 0.8468 -1.6022  0.2250
H -1.9751 1.1181 1.3787  0.4787
H 2.3388 -0.0066 -1.4217  0.4308
H 3.1516 0.2672 0.1926  0.3095
H 2.3979 -1.4266 -0.3862  0.2134
H 1.6502 2.0326 -0.3718  0.4433
H 0.2256 1.9251 0.7498  0.3099
H 2.0292 1.6380 1.2186  0.2732
H 0.2222 -2.9391 0.3833  0.3180
H -0.4274 -2.1867 1.8708  0.3530
H -1.4473 -2.7346 0.6757  0.3517
H -0.8737 -0.5960 -2.8570  -0.1069


Energies relative to the minimum, kJ/mol: run w 381.0; run x 0.0; run y 316.5